Density functional theory data (ωB97M-V/def2-TZVPD) for a gas-phase ion, C8H13N4 (charge +1).

Results
Net charge: +1
E_HOMO (spin up / spin down) (eV): -10.15 / -13.37
Energy above the lowest of the compared OMol25 structures with the same formula, charge and spin (kJ/mol): 96.96
Lowest unoccupied orbital energy (spin up / spin down) (eV): -3.14 / -6.65
Spin multiplicity: 3
HOMO-LUMO gap (spin up / spin down) (eV): 7.009 / 6.727

Last column: natural (NBO) charge in e.
Atoms and positions in Å:
C  2.35  -1.64  1.81  -0.294
C  0.96  -1.60  2.15  0.028
C  2.48  -1.45  0.42  0.011
C  -0.95  1.08  -0.69  0.216
C  0.07  0.51  -1.63  0.107
C  -1.28  2.47  -0.88  -0.690
C  -2.27  0.64  1.36  -0.438
C  0.86  -1.12  -1.42  -0.155
N  0.25  1.08  -2.73  -0.370
N  -1.32  0.30  0.27  -0.511
N  0.33  -1.43  0.92  -0.292
N  1.25  -1.23  -0.02  -0.135
H  3.22  -1.92  2.52  0.274
H  0.27  -1.73  2.93  0.254
H  3.45  -1.36  -0.15  0.272
H  -0.59  2.77  -1.76  0.251
H  -2.31  2.69  -1.25  0.257
H  -1.17  3.04  0.07  0.251
H  -1.76  0.43  2.34  0.212
H  -3.20  0.17  1.05  0.235
H  -2.39  1.71  1.35  0.200
H  1.66  -1.31  -2.04  0.233
H  0.08  -1.78  -1.76  0.249
H  0.60  0.56  -3.55  0.396
H  -0.60  -0.86  0.68  0.440

***

Density functional theory data (ωB97M-V/def2-TZVPD) for 13 unconnected molecules or ions with the total composition C2H29O13.

Results
Net charge: -1
E_HOMO (eV): -6.13
Energy above the lowest of the compared OMol25 structures with the same formula, charge and spin (kJ/mol): 138.96
Lowest unoccupied orbital energy (eV): 2.42
Spin multiplicity: 1
HOMO-LUMO gap (eV): 8.550

Last column: natural (NBO) charge in e.
Atoms and positions in Å:
C  2.15  18.86  -6.32  -0.655
C  3.58  18.45  -6.20  -0.056
O  3.79  17.12  -6.29  -1.010
H  1.71  18.66  -7.35  0.199
H  2.17  19.91  -6.18  0.211
H  1.44  18.46  -5.66  0.189
H  4.07  18.71  -5.28  0.128
H  4.21  18.78  -7.08  0.149
O  2.35  16.46  -4.18  -1.019
H  2.67  16.70  -5.09  0.508
H  1.53  16.01  -4.46  0.489
O  4.48  19.39  -2.22  -0.954
H  4.29  19.87  -3.02  0.457
H  3.67  18.87  -2.22  0.483
O  5.70  17.07  -8.21  -0.991
H  6.14  16.26  -8.11  0.478
H  4.99  17.09  -7.56  0.496
O  4.35  14.50  -6.43  -0.951
H  4.24  15.43  -6.26  0.502
H  3.48  14.18  -6.23  0.437
O  3.11  17.38  -9.56  -0.994
H  3.84  17.61  -9.07  0.482
H  2.26  17.12  -9.12  0.495
O  -0.90  17.22  -3.53  -0.973
H  -0.65  18.05  -3.96  0.488
H  -0.52  17.17  -2.63  0.462
O  -0.26  19.87  -3.95  -0.957
H  -0.56  19.70  -4.84  0.475
H  0.69  19.69  -3.85  0.503
O  1.82  18.46  -2.46  -0.997
H  1.34  18.06  -1.72  0.472
H  2.05  17.74  -3.06  0.510
O  1.61  16.09  -7.78  -1.002
H  2.29  16.51  -7.22  0.505
H  1.76  15.22  -7.47  0.473
O  4.76  15.32  -3.37  -0.958
H  3.97  15.76  -3.67  0.484
H  5.24  16.05  -2.96  0.459
O  -0.70  17.75  -8.12  -0.969
H  0.20  17.60  -7.83  0.490
H  -1.01  16.99  -8.65  0.472
O  6.59  18.07  -5.72  -0.949
H  6.28  18.04  -6.60  0.475
H  5.78  18.01  -5.23  0.463

***

Density functional theory data (ωB97M-V/def2-TZVPD) for CH4OSSi in the gas phase.

Results
Net charge: 0
E_HOMO (eV): -9.43
Energy above the lowest of the compared OMol25 structures with the same formula, charge and spin (kJ/mol): 98.89
Lowest unoccupied orbital energy (eV): -1.13
Spin multiplicity: 1
HOMO-LUMO gap (eV): 8.305

Last column: natural (NBO) charge in e.
Atoms and positions in Å:
C  1.52  0.34  0.40  -0.929
O  4.10  0.37  0.09  -0.877
Si  -0.16  -0.29  0.02  0.867
S  2.94  -0.47  -0.27  1.168
H  1.65  1.36  0.89  0.259
H  -1.13  -0.93  0.84  -0.155
H  0.23  -1.03  -1.18  -0.163
H  -0.96  0.87  -0.08  -0.170

***

Density functional theory data (ωB97M-V/def2-TZVPD) for 3 unconnected molecules or ions with the total composition C4H10O3.

Results
Net charge: 0
E_HOMO (eV): -8.47
Energy above the lowest of the compared OMol25 structures with the same formula, charge and spin (kJ/mol): 299.53
Lowest unoccupied orbital energy (eV): 0.32
SMILES string: C=C/C=C\O.O.O
Spin multiplicity: 1
HOMO-LUMO gap (eV): 8.799

Last column: natural (NBO) charge in e.
Atoms and positions in Å:
C  0.37  1.26  0.83  -0.416
C  0.54  2.41  0.14  -0.214
C  -0.25  2.76  -1.06  -0.356
C  -0.76  1.95  -2.00  0.178
O  -0.82  0.65  -2.29  -0.677
H  0.81  1.23  1.82  0.212
H  -0.36  0.59  0.36  0.199
H  1.48  2.94  0.25  0.200
H  -0.16  3.82  -1.29  0.218
H  -1.23  2.59  -2.77  0.164
H  -0.09  0.09  -2.02  0.491
O  -0.71  -4.62  4.07  -0.926
H  -1.62  -4.32  4.04  0.463
H  -0.30  -3.87  3.62  0.463
O  0.73  -2.36  -1.02  -0.936
H  1.14  -1.97  -1.80  0.462
H  1.25  -3.16  -0.87  0.475

***

Density functional theory data (ωB97M-V/def2-TZVPD) for a molecular structure, C3H3N3O2.

Results
Net charge: 0
E_HOMO (eV): -9.94
Energy above the lowest of the compared OMol25 structures with the same formula, charge and spin (kJ/mol): 512.34
Lowest unoccupied orbital energy (eV): -0.99
Spin multiplicity: 1
HOMO-LUMO gap (eV): 8.952

Last column: natural (NBO) charge in e.
Atoms and positions in Å:
C  0.82  0.37  -0.38  0.664
C  -1.21  -0.68  -0.37  0.352
C  -0.32  -0.34  1.78  0.880
H  2.42  1.36  -0.60  0.351
H  -0.53  0.15  -2.10  0.437
H  -1.83  -1.03  -1.07  0.180
N  1.58  1.26  -1.15  -0.701
N  -0.10  -0.33  -0.99  -0.586
N  -1.29  -0.75  0.86  -0.547
O  -0.62  0.05  2.99  -0.483
O  1.09  -0.04  1.02  -0.548

***

Density functional theory data (ωB97M-V/def2-TZVPD) for a molecular structure, C53H49AsBrClCsN3O2S4.

Results
Net charge: -2
E_HOMO (eV): -0.13
Energy above the lowest of the compared OMol25 structures with the same formula, charge and spin (kJ/mol): 50.33
Lowest unoccupied orbital energy (eV): 3.23
Spin multiplicity: 1
HOMO-LUMO gap (eV): 3.365

Last column: Löwdin charge in e.
Atoms and positions in Å:
Cs  1.00  -0.39  0.06  0.862
C  -1.72  -3.66  1.59  -0.529
C  -2.30  -3.96  0.22  -0.523
S  -1.64  -2.88  -1.08  0.839
C  -3.15  -2.25  -1.85  -0.549
C  -4.15  -1.50  -0.97  -0.521
S  -3.48  -0.05  -0.12  0.850
C  -4.03  -0.33  1.59  -0.543
C  -3.66  -1.67  2.23  -0.523
S  -1.87  -1.96  2.17  0.843
H  -0.63  -3.79  1.60  0.049
H  -2.14  -4.35  2.33  0.076
H  -3.39  -3.88  0.23  0.054
H  -2.07  -5.00  -0.05  0.068
H  -3.68  -3.07  -2.34  0.076
H  -2.77  -1.59  -2.63  0.022
H  -4.58  -2.17  -0.23  0.049
H  -4.98  -1.18  -1.62  0.066
H  -5.10  -0.16  1.67  0.073
H  -3.53  0.48  2.13  0.037
H  -4.18  -2.49  1.73  0.052
H  -4.01  -1.66  3.26  0.064
Br  0.73  -7.30  -6.58  0.673
C  0.19  -5.62  -5.84  -0.695
C  0.89  -5.10  -4.76  -0.107
C  0.49  -3.89  -4.22  0.004
C  -0.58  -3.19  -4.78  -0.268
C  -1.27  -3.74  -5.86  -0.034
C  -0.89  -4.96  -6.39  -0.149
N  -0.93  -1.97  -4.21  0.113
C  -1.24  -0.96  -4.90  -0.088
C  -1.56  0.33  -4.27  -0.272
C  -2.05  1.39  -5.04  -0.038
C  -2.24  2.62  -4.43  -0.074
C  -1.91  2.76  -3.09  -0.033
C  -1.43  1.64  -2.40  -0.154
N  -1.27  0.46  -2.97  0.141
H  1.73  -5.64  -4.33  0.105
H  0.99  -3.47  -3.35  0.076
H  -2.13  -3.22  -6.26  0.105
H  -1.43  -5.40  -7.22  0.092
H  -1.24  -1.00  -6.00  0.128
H  -2.25  1.24  -6.09  0.100
H  -2.60  3.46  -5.00  0.098
H  -1.98  3.71  -2.58  0.107
H  -1.11  1.74  -1.38  0.051
S  2.59  4.74  -1.85  0.900
C  1.76  5.17  -0.42  -0.485
C  1.03  4.13  0.07  -0.278
C  1.07  2.90  -0.67  -0.193
C  1.90  3.08  -1.75  -0.518
C  2.21  2.16  -2.84  -0.311
C  3.03  2.54  -3.92  -0.063
C  3.27  1.64  -4.94  -0.096
C  2.71  0.37  -4.88  -0.081
C  1.94  0.07  -3.77  -0.168
N  1.70  0.93  -2.79  0.068
H  1.88  6.16  0.00  0.041
H  0.47  4.26  0.99  0.063
H  3.47  3.52  -3.96  0.065
H  3.90  1.92  -5.78  0.094
H  2.88  -0.37  -5.65  0.090
H  1.49  -0.91  -3.65  0.080
C  3.12  4.48  3.77  -0.105
C  1.84  4.68  4.28  -0.106
C  0.84  3.76  4.03  -0.109
C  1.10  2.62  3.26  -0.372
C  2.38  2.43  2.76  -0.102
C  3.39  3.35  3.02  -0.070
As  -0.30  1.32  2.82  1.319
C  -0.52  0.54  4.60  -0.366
C  0.60  0.33  5.40  -0.093
C  0.48  -0.33  6.62  -0.088
C  -0.76  -0.79  7.05  -0.113
C  -1.88  -0.59  6.25  -0.101
C  -1.75  0.06  5.03  -0.152
C  -1.84  2.57  2.82  -0.385
C  -2.14  3.10  1.57  -0.130
C  -3.22  3.95  1.40  -0.085
C  -4.03  4.27  2.48  -0.110
C  -3.74  3.75  3.73  -0.103
C  -2.65  2.91  3.90  -0.127
H  3.90  5.21  3.96  0.090
H  1.63  5.57  4.87  0.089
H  -0.15  3.93  4.42  0.091
H  2.60  1.54  2.19  0.077
H  4.37  3.18  2.61  0.106
H  1.57  0.65  5.06  0.102
H  1.36  -0.50  7.22  0.097
H  -0.85  -1.30  8.00  0.088
H  -2.84  -0.95  6.57  0.093
H  -2.63  0.19  4.41  0.081
H  -1.51  2.85  0.72  0.072
H  -3.44  4.35  0.41  0.099
H  -4.88  4.93  2.34  0.089
H  -4.36  4.00  4.58  0.091
H  -2.43  2.51  4.88  0.091
Cl  6.75  -0.89  2.36  0.529
C  5.59  -1.51  1.19  -0.713
C  5.28  -0.77  0.06  -0.155
C  4.37  -1.25  -0.86  -0.116
C  3.70  -2.52  -0.70  -0.421
C  2.79  -3.00  -1.63  -0.118
C  4.04  -3.21  0.50  -0.088
C  4.95  -2.72  1.41  -0.165
H  5.75  0.20  -0.11  0.093
H  4.15  -0.66  -1.74  0.088
H  2.30  -3.96  -1.49  0.011
H  2.62  -2.47  -2.56  -0.018
H  3.54  -4.15  0.72  0.099
H  5.17  -3.28  2.31  0.091
O  1.11  -2.63  2.40  -0.148
C  1.90  -1.77  2.84  -0.636
O  1.89  -0.53  2.60  -0.391
H  2.71  -2.12  3.52  0.116

***

What is the net charge in the fifth record? 0